# 1
This record from the OMol25 dataset describes a 2-piece molecular cluster, C5H5NO overall at a distorted geometry. The level of theory is ωB97M-V/def2-TZVPD.

Each line ends with the natural charge from an NBO analysis.
Geometry (Å):
C1 1.59988 1.33096 -0.03615  0.201
C2 1.14486 -0.92255 0.82134  -0.045
C3 1.65274 0.06263 0.33920  -0.144
C4 -1.32112 0.31557 0.37678  -0.553
C5 -0.90380 -0.70378 -0.34333  0.176
N1 1.64242 2.47565 -0.20368  -0.253
O1 -0.45368 -0.71834 -1.53795  -0.652
H1 1.15741 -1.87934 1.12989  0.217
H2 -1.30329 1.27073 -0.06101  0.190
H3 -1.62306 0.24433 1.36773  0.214
H4 -0.83967 -1.66668 0.10436  0.167
H5 -0.75268 0.19082 -1.95718  0.483

Force components x, y, z for each atom (eV/Å):
0.80 3.49 -0.63
2.55 2.11 -0.78
-0.36 -2.41 1.25
-0.50 -0.04 -1.15
-1.74 -0.61 3.40
-0.30 -0.52 -0.26
-0.21 3.12 -5.03
-0.55 -2.70 1.10
-0.07 1.34 -0.43
-0.51 -0.35 1.48
-0.30 -0.86 0.25
1.19 -2.58 0.81

Results
HOMO level ... -8.822 eV
LUMO energy ... 0.102 eV
Total charge ... 0
M ... 95.1 u
SMILES ... C#CC#N.C=CO
Relative energy (zero: lowest compared OMol25 entry of this formula, charge and spin) ... 473.8 kJ/mol



# 2
This record from the OMol25 dataset describes C5H5NO in the gas phase. The level of theory is ωB97M-V/def2-TZVPD.

Each line ends with the natural charge from an NBO analysis.
Geometry (Å):
O1 -2.00624 -0.74494 1.63697  -0.560
C1 -1.07633 -0.46801 0.88783  0.395
C2 0.21899 -0.04610 1.47155  -0.087
C3 1.28887 0.15909 1.98839  -0.224
C4 -1.08011 -0.70527 -0.52437  -0.277
C5 0.43177 1.00627 -1.21884  -0.149
N1 -0.14201 -0.16105 -1.35043  -0.373
H1 2.24184 0.31766 2.44272  0.238
H2 -1.75719 -1.43493 -0.94605  0.219
H3 1.32867 1.24060 -1.77447  0.198
H4 0.01106 1.71063 -0.51797  0.212
H5 0.17875 -0.74414 -2.12031  0.408

Force components x, y, z for each atom (eV/Å):
0.21 0.04 -0.16
-0.11 -0.09 0.00
0.48 0.12 0.30
-0.41 -0.11 -0.22
-0.10 0.01 0.09
-0.03 -0.15 0.04
0.19 0.19 -0.01
-0.18 0.04 -0.03
0.10 0.08 0.04
-0.15 -0.12 -0.08
0.08 -0.10 0.03
-0.07 0.10 0.02

Results
HOMO level (alpha / beta) ... -7.820 / -7.819 eV
LUMO energy (alpha / beta) ... -0.134 / -0.137 eV
Total charge ... 0
M ... 95.1 u
Relative energy (zero: lowest compared OMol25 entry of this formula, charge and spin) ... 389.5 kJ/mol



# 3
This record from the OMol25 dataset describes C5H5NO in the gas phase at a distorted geometry. The level of theory is ωB97M-V/def2-TZVPD.

Each line ends with the natural charge from an NBO analysis.
Geometry (Å):
O1 -1.47100 -1.18147 -0.41222  -0.291
C1 -0.34798 -0.66018 0.30546  0.080
C2 -0.44222 0.67616 0.93933  -0.245
C3 1.02584 0.99118 0.80445  -0.384
C4 0.25175 0.51703 -0.35821  -0.243
C5 -0.12492 -1.79572 -2.38576  0.223
N1 -0.94379 -1.63242 -1.55041  -0.250
H1 0.24697 -1.47163 0.73382  0.189
H2 -1.28543 1.29032 1.21600  0.244
H3 1.76211 0.30878 1.23776  0.202
H4 1.31578 2.03710 0.80121  0.227
H5 0.01288 0.92087 -1.33142  0.248

Force components x, y, z for each atom (eV/Å):
-0.05 0.00 0.00
0.27 -0.04 0.04
-0.22 0.10 0.10
0.21 0.16 0.14
0.05 0.07 -0.18
-0.94 -0.15 0.45
0.62 -0.18 -0.76
-0.03 0.13 -0.08
0.12 -0.15 0.02
-0.14 0.20 0.04
-0.11 -0.09 0.11
0.22 -0.07 0.12

Results
HOMO level ... -10.235 eV
LUMO energy ... 1.003 eV
Total charge ... 0
M ... 95.1 u
Relative energy (zero: lowest compared OMol25 entry of this formula, charge and spin) ... 580.5 kJ/mol



# 4
This record from the OMol25 dataset describes C5H5NO in the gas phase at a distorted geometry. The level of theory is ωB97M-V/def2-TZVPD.

Each line ends with the natural charge from an NBO analysis.
Geometry (Å):
O1 -2.17296 -0.10594 -0.38600  -0.698
C1 -1.13424 -0.78614 0.26907  -0.036
C2 0.21210 -0.44094 -0.40382  -0.410
C3 0.53915 0.99653 -0.31199  -0.044
C4 1.15879 1.99466 -0.05041  -0.168
C5 1.42162 -0.99658 0.23562  0.282
N1 2.45578 -1.17314 0.72261  -0.295
H1 -1.98303 0.84175 -0.33270  0.475
H2 -1.08270 -0.54243 1.33891  0.176
H3 -1.34727 -1.85437 0.16792  0.196
H4 0.16415 -0.76600 -1.44997  0.274
H5 1.76860 2.83260 0.20075  0.247

Force components x, y, z for each atom (eV/Å):
0.05 0.24 0.00
0.22 -0.18 0.16
0.08 0.08 -0.04
0.43 0.57 0.12
-0.42 -0.27 -0.19
0.95 -0.32 0.45
-1.10 -0.33 -0.41
-0.15 -0.11 0.00
0.00 0.00 -0.15
0.14 0.16 0.01
0.04 0.08 0.15
-0.24 0.09 -0.10

Results
HOMO level ... -10.807 eV
LUMO energy ... 0.605 eV
Total charge ... 0
M ... 95.1 u
SMILES ... C#C[C@@H](C#N)CO
Relative energy (zero: lowest compared OMol25 entry of this formula, charge and spin) ... 270.7 kJ/mol



Number 1: total energy -8798.5082 eV. Number 2: total energy -8799.3820 eV. Number 3: total energy -8797.4023 eV. Number 4: total energy -8800.6129 eV.